A molecular structure, C6H10O. Source: the Open Molecules 2025 dataset; level of theory: ωB97M-V/def2-TZVPD.

```
17
Properties=species:S:1:pos:R:3:forces:R:3
C -0.9802 -1.5526 -0.1786 -1.263 0.531 1.653
C -0.0578 -0.3964 -0.1882 0.080 0.891 -0.564
C 0.5921 0.7109 -1.2084 0.176 -0.994 -0.090
C 0.5881 1.5579 0.0754 -0.603 -0.040 0.184
C -0.7943 0.8097 0.2964 -1.710 -0.561 2.174
O 1.5203 0.9076 0.9136 -0.018 0.060 0.174
C 1.1196 -0.4657 0.8018 -0.096 -0.142 -0.042
H -1.7478 -1.5422 -0.9576 0.205 -0.001 0.086
H -1.6484 -1.0266 0.9257 1.374 -2.896 -2.645
H -0.5199 -2.5566 -0.0902 -0.454 0.586 0.237
H 1.5506 0.3202 -1.5287 0.358 0.491 -0.240
H 0.0041 1.1174 -2.0428 -0.014 -0.458 0.423
H 0.7166 2.6454 0.1015 -0.080 -0.417 -0.050
H -1.5492 1.1857 -0.4053 0.162 -0.176 0.147
H -1.5698 0.1966 1.2667 2.125 2.990 -1.304
H 1.9567 -1.0726 0.4277 -0.183 0.105 0.041
H 0.8193 -0.8386 1.7909 -0.059 0.032 -0.184
```
Positions in Å, forces in eV/Å.

Values from the calculation:
calculated total energy	-309.6864	Ha
energy above the lowest of the compared OMol25 structures with the same formula, charge and spin	409.6	kJ/mol
strongest force on any atom	4.16	eV/Å